# 1
{
  "formula": "C26H39N4O6PS",
  "method": "ωB97M-V/def2-TZVPD",
  "symbols": ["S", "P", "O", "O", "O", "O", "O", "O", "N", "N", "N", "N", "C", "C", "C", "C", "C", "C", "C", "C", "C", "C", "C", "C", "C", "C", "C", "C", "C", "C", "C", "C", "C", "C", "C", "C", "C", "C", "H", "H", "H", "H", "H", "H", "H", "H", "H", "H", "H", "H", "H", "H", "H", "H", "H", "H", "H", "H", "H", "H", "H", "H", "H", "H", "H", "H", "H", "H", "H", "H", "H", "H", "H", "H", "H", "H", "H"],
  "coordinates": [[-0.56867, 4.16379, -4.48624], [0.25407, -2.08048, -2.04018], [-2.71717, -2.38862, 4.39886], [-0.01378, -1.96949, -0.40276], [1.58075, -3.10886, -2.22240], [-0.31890, -3.71289, 3.01219], [-0.82796, -4.07092, 6.16501], [-0.86677, -2.74849, -2.77998], [-1.27927, 2.78309, -3.91919], [3.15003, -0.71311, -2.63114], [4.79232, 4.77060, -1.11051], [1.01529, 3.65141, -4.26882], [-3.70798, 2.59437, -0.15221], [-0.80187, -2.38659, 2.84358], [3.03154, -0.50180, -0.07893], [0.60171, -0.36345, -2.67773], [-4.80999, 3.13633, -0.96423], [-1.41492, -1.87134, 4.13772], [3.90872, 3.58132, -3.09344], [-2.81346, 1.57599, -0.75180], [-0.37254, -4.46617, 1.81456], [3.68522, 2.13539, -3.68361], [3.83761, 3.67520, -1.51521], [3.72267, -0.48930, -1.48587], [-0.38099, 1.83198, -3.52736], [-2.06806, -0.02525, -2.72539], [-5.72698, 4.23436, -0.27327], [-3.01097, 1.09379, -2.12919], [1.03955, 2.38205, -3.74564], [5.29079, -0.22812, -1.52132], [2.04065, 0.17544, -2.91164], [-5.03375, 2.70584, -2.37204], [-4.11201, 1.67903, -2.94452], [-2.79222, -3.75958, 4.78683], [-0.59647, 0.45276, -2.96614], [-0.26074, -3.71959, 7.41020], [-2.24898, -4.02997, 6.18140], [2.26548, 1.53468, -3.43208], [4.48283, 1.45458, -3.29083], [-2.33055, -4.40402, 4.03847], [-3.51082, 2.89302, 0.91552], [3.23730, 4.37385, -3.51341], [4.36895, 5.35848, -0.39177], [-6.58366, 4.47420, -0.95688], [5.80171, -1.13725, -1.07031], [5.57095, 0.70036, -0.95908], [-4.31273, 1.39213, -4.00558], [-2.60626, -3.25275, 6.86858], [2.81863, 4.03668, -1.17581], [0.29498, -4.03617, 1.06262], [-0.58038, -2.71554, 7.70979], [-1.39741, -4.50698, 1.43105], [4.09800, 2.71390, -0.98836], [-0.75246, -2.02390, 4.99105], [5.64564, 4.34848, -0.73454], [-5.88022, 3.11894, -2.98796], [2.37430, -1.41253, 0.06029], [2.51226, 0.46012, 0.19452], [-1.55000, -0.79069, 4.03404], [5.60748, -0.18998, -2.60217], [-6.14804, 3.75771, 0.65892], [0.27463, -1.08381, -0.09146], [-0.04956, -5.48349, 2.03734], [-2.50035, -0.28472, -3.73985], [1.91279, -2.90157, -3.12284], [3.80938, 2.20762, -4.81009], [-2.60252, -5.00905, 6.52858], [-0.53929, -4.44856, 8.17829], [0.05570, -1.75743, 2.57022], [-1.96189, 1.15660, -0.14699], [-5.12624, 5.15738, -0.06133], [3.86254, -0.62635, 0.68486], [-2.14596, -0.89739, -2.01089], [0.82377, -3.71467, 7.30001], [-3.85936, -3.99717, 4.79267], [-1.55028, -2.34153, 2.04454], [4.96417, 3.88801, -3.37874]],
  "forces_ev_per_a": [[1.70, -3.67, 1.53], [-0.75, -2.17, -1.13], [0.20, -0.11, 0.02], [0.86, 0.67, -1.76], [-1.15, 2.44, 0.28], [-0.30, -0.01, -0.06], [0.04, 0.32, 0.07], [1.23, 1.33, 1.33], [0.34, -0.99, 0.30], [0.41, 3.17, 0.57], [-0.41, -0.73, 0.29], [-0.26, -1.48, 0.57], [0.20, -1.44, -2.66], [0.24, -0.30, 0.40], [0.93, 0.23, 0.41], [-0.97, 2.65, -0.83], [0.65, -0.28, -0.36], [-0.15, 0.10, -0.17], [0.66, -0.21, 0.45], [-1.68, 0.81, -1.13], [0.17, 0.02, 0.14], [-0.74, 0.28, -0.46], [0.03, 1.00, -0.27], [0.85, -0.09, -0.28], [1.79, 1.68, -0.66], [-0.61, 0.93, 0.16], [0.28, -1.33, -0.76], [-1.24, 1.72, 0.38], [-1.06, -0.41, -0.06], [-0.57, -2.05, -0.09], [-2.63, 1.02, -0.36], [2.56, -1.50, 1.78], [-0.29, 1.11, 2.50], [-0.18, 0.14, 0.13], [1.68, -0.58, 0.41], [-0.05, -0.15, -0.24], [0.31, -0.24, -0.29], [-0.97, -1.49, 0.87], [-0.89, 0.59, -0.41], [0.22, -0.03, 0.14], [-0.48, -0.16, -1.38], [0.51, -1.01, 0.22], [0.35, -0.33, -0.15], [0.80, -0.06, 0.68], [-0.33, 1.22, -0.23], [-0.41, -0.88, -0.44], [0.52, 0.03, 1.10], [-0.01, -0.01, -0.05], [0.97, -0.83, -0.47], [-0.13, -0.08, -0.12], [-0.05, -0.02, 0.13], [0.03, 0.06, -0.14], [-0.42, 0.69, -0.64], [0.11, -0.20, -0.11], [-0.39, 0.42, -0.09], [1.09, -0.46, 0.84], [0.63, 1.16, -0.49], [0.29, -0.95, -0.46], [-0.10, -0.05, -0.06], [-0.36, 0.14, 1.25], [0.47, 0.85, -0.82], [-0.24, -0.68, -0.16], [0.03, 0.09, 0.09], [0.54, -0.09, 1.20], [0.03, -0.37, 0.58], [-0.05, -0.14, 1.22], [-0.24, 0.07, 0.05], [0.01, 0.09, 0.14], [-0.09, 0.23, -0.07], [-1.02, 0.46, -0.67], [-0.68, -0.87, -0.03], [-0.94, 0.23, -0.85], [0.31, 0.83, -1.21], [-0.06, -0.08, -0.06], [0.01, 0.12, 0.05], [0.00, 0.01, 0.01], [-1.17, -0.39, 0.36]],
  "homo_ev": -8.45,
  "smiles": "CC(C)=Nc1c(P(=O)(O)O)c(Cc2ccc(C)cc2)c2nsnc2c1CCCN.COCCOCCOC",
  "charge": 0,
  "lumo_ha": -0.0427,
  "largest_force_ev_per_a": 4.3,
  "mol_weight_g_mol": 566.66
}

***

# 2
{
  "formula": "C8H10P2S",
  "method": "ωB97M-V/def2-TZVPD",
  "symbols": ["S", "P", "P", "C", "C", "C", "C", "C", "C", "C", "C", "H", "H", "H", "H", "H", "H", "H", "H", "H", "H"],
  "coordinates": [[-1.05959, -2.69822, -0.81121], [-1.05194, -0.81511, -0.39006], [-2.87755, 0.18122, -1.64346], [0.89329, 0.90158, -2.16398], [-2.18851, 1.00517, -2.78120], [0.68539, 1.89491, -1.20752], [1.46608, -0.24196, -1.81375], [1.97901, -0.55596, -0.59218], [-2.00008, -0.82267, 1.27957], [1.63445, 0.35436, 0.41494], [0.87720, 1.46766, 0.11983], [-2.89584, -1.30293, 0.94874], [0.29302, 1.01032, -3.14845], [2.58378, -1.48215, -0.30110], [-2.02836, 0.16999, 1.56715], [-1.94711, 1.81460, -3.51843], [0.71852, 2.27627, 0.88759], [1.89084, 0.17081, 1.43491], [-1.38862, -1.56106, 1.84243], [1.60913, -1.07481, -2.55075], [0.21259, 2.82637, -1.38040]],
  "forces_ev_per_a": [[0.15, -0.43, -0.31], [0.04, -0.94, 1.46], [0.15, 1.23, -1.92], [-3.07, 3.13, -2.20], [-1.05, 0.95, 0.16], [-0.22, -2.16, 1.31], [2.04, -4.64, -2.28], [0.84, 0.14, 2.85], [1.97, -2.32, -2.17], [0.20, -0.98, -0.09], [0.98, 3.32, -0.02], [-0.91, 0.00, 0.50], [1.81, -0.22, 1.38], [-1.13, 1.39, -0.90], [-0.43, 1.74, 1.30], [-0.22, -1.39, 0.86], [-0.08, -1.28, -0.48], [0.21, -0.15, 0.54], [-0.54, 0.88, 0.13], [-0.41, 1.05, 0.29], [-0.35, 0.67, -0.43]],
  "homo_ev": [-7.70, -7.70],
  "relative_energy_ev": 2.575,
  "smiles": "C#P=P(C)=S.c1ccccc1",
  "charge": 0,
  "lumo_ha": [-0.0549, -0.0549],
  "largest_force_ev_per_a": 5.6,
  "mol_weight_g_mol": 200.18
}

***

# 3
{
  "formula": "C2H9NO",
  "method": "ωB97M-V/def2-TZVPD",
  "symbols": ["O", "N", "C", "C", "H", "H", "H", "H", "H", "H", "H", "H", "H"],
  "coordinates": [[2.16919, 0.36304, 2.66138], [2.27810, -1.00379, 0.27291], [1.31418, -0.40488, -0.65949], [0.00000, 0.00000, 0.00000], [1.71982, 0.52064, -1.11149], [2.03287, -0.09669, 1.80212], [1.22798, -1.16187, -1.46261], [-0.50281, -0.91923, 0.34468], [0.10281, 0.68713, 0.85667], [-0.63320, 0.48213, -0.76369], [3.23271, -1.09502, -0.09189], [1.92227, 1.29888, 2.48389], [1.98606, -1.94890, 0.54526]],
  "forces_ev_per_a": [[-0.53, 1.17, -0.08], [0.26, -0.29, 0.58], [0.75, 0.00, -0.68], [-0.36, -0.74, -0.24], [0.28, -0.58, 0.24], [0.51, 0.06, 0.19], [-0.84, 0.75, -0.08], [-0.09, 0.46, 0.04], [0.20, -0.34, -0.43], [0.13, -0.22, 0.36], [-0.67, 0.25, 0.04], [0.31, -1.03, 0.28], [0.05, 0.50, -0.22]],
  "homo_ev": -9.68,
  "relative_energy_ev": 0.131,
  "smiles": "CCN.O",
  "charge": 0,
  "lumo_ha": 0.0341,
  "largest_force_ev_per_a": 1.3,
  "mol_weight_g_mol": 63.10
}

***

Q: What is the charge in the second record?
A: 0

***

Q: Look up the charge of the second one.
A: 0

***

Q: Look up the charge of the first one.
A: 0